{
  "formula": "C6H12NS",
  "method": "wB97M-V/def2-TZVPD",
  "smiles": "[NH3+]C1(C2(S)CC2)CC1",
  "homo_ha": -0.50425,
  "homo_lumo_gap_ev": 10.56,
  "total_energy_ev": -18732.6507,
  "e_above_lowest_ev": 2.603,
  "total_charge": 1,
  "species": ["H", "H", "C", "C", "C", "H", "H", "S", "C", "H", "H", "H", "H", "H", "C", "H", "N", "C", "H", "H"],
  "coordinates": [[1.728730, 0.985552, -1.670105], [-1.810755, 1.783532, -1.135508], [-1.766499, -0.238267, -0.063011], [-1.406482, 0.745854, -1.117450], [0.954501, -1.790742, -0.427893], [0.013412, -2.330274, -0.765376], [0.780801, 1.718560, 0.774972], [2.311203, 0.891031, -0.404345], [1.241240, -1.498737, 1.039448], [0.433843, -1.542514, 1.890177], [-1.945466, -1.238353, -0.379294], [-1.252521, 0.507615, -2.183255], [1.767330, -1.877800, -1.147461], [-0.783906, 2.417161, 0.607820], [0.948189, -0.293615, -0.031801], [2.194645, -1.563655, 1.511521], [-0.254404, 1.579629, 0.891283], [-0.426814, 0.432518, 0.013368], [-0.337812, 1.366863, 1.851605], [-2.389241, -0.054359, 0.745297]],
  "forces_ev_per_a": [[0.976, 0.475, 0.881], [0.126, -0.801, 0.496], [0.607, 0.257, -0.464], [0.232, 1.519, -0.815], [-0.374, 0.953, -0.100], [1.229, 1.002, 0.661], [-0.163, 0.926, -0.280], [-1.425, -1.324, -1.477], [-2.687, 1.901, -0.134], [1.210, -0.397, -2.193], [0.739, -0.779, -0.223], [0.169, -0.692, 0.874], [0.163, -0.888, 0.576], [0.278, -0.385, 0.382], [-1.104, -1.460, 1.250], [0.811, -0.022, -0.358], [0.483, 0.787, -0.461], [0.957, -1.785, -1.336], [-0.720, -0.246, 1.593], [-1.507, 0.957, 1.126]],
  "mulliken_charge": [0.23, 0.28, -0.67, -0.54, -0.54, 0.20, 0.23, -0.25, -0.59, 0.21, 0.28, 0.24, 0.27, 0.36, 0.07, 0.32, -0.03, 0.29, 0.40, 0.24]
}